DFT (ωB97M-V with the def2-TZVPD basis set) results for a cluster of 16 separate species, C42H104Cl2N4O22 in total at a distorted geometry.

2S+1 ... 1
E_tot ... -4456.63289 Eh
LUMO level ... -5.891 eV
Max |F| ... 2.891 eV Å⁻¹
Charge ... +2
HOMO ... -12.67 eV

```
174
Properties=species:S:1:pos:R:3:forces:R:3
N -0.2367 0.7164 1.2885 -1.368 2.299 -1.096
H -1.2742 0.5801 1.3673 0.234 -0.291 -0.602
H 0.1580 0.7562 0.3240 -0.511 0.036 0.095
H 0.1807 -0.0033 1.7763 1.272 -1.952 1.500
H -0.0646 1.6305 1.7673 0.382 -0.371 -0.038
N 2.2263 -1.1612 6.4106 0.095 -0.764 0.992
H 1.6506 -2.0236 6.7813 0.797 1.745 -0.650
H 2.5364 -1.2909 5.4046 -0.118 0.121 0.099
H 3.0319 -0.9043 6.9921 -0.092 -0.504 -0.195
H 1.6109 -0.3508 6.4662 -0.252 -0.172 -0.221
C 3.9600 -5.9518 -0.0899 -0.741 0.030 -0.550
N 3.8302 -4.7452 -0.9503 0.430 -0.054 -0.397
C 3.1118 -3.7095 -0.4969 -1.192 -0.843 1.661
C 3.1057 -2.4894 -1.0786 0.475 0.533 -1.972
C 3.8661 -2.3542 -2.2634 -0.303 -0.276 -0.840
C 4.5098 -3.4922 -2.8354 -0.034 0.928 1.781
C 4.5170 -4.6656 -2.1265 -0.625 -0.672 1.040
C 3.8768 -1.1186 -3.1335 -0.081 -1.499 -0.186
C 3.5025 -1.2700 -4.4723 -0.025 0.915 -0.110
C 3.5391 -0.1818 -5.3153 -1.191 0.480 -0.392
N 3.7798 1.0586 -4.8389 1.233 -1.100 1.667
C 4.1499 1.2078 -3.5293 -0.866 0.059 -0.662
C 4.2574 0.1149 -2.6891 -0.004 1.078 0.939
C 3.8412 2.2282 -5.6814 -1.142 0.997 -0.671
H 4.6087 -6.6545 -0.5957 0.228 -0.045 0.166
H 2.9877 -6.4295 0.0582 0.032 0.217 -0.136
H 4.3277 -5.6308 0.8685 0.359 -0.043 0.278
H 2.4345 -3.8900 0.3714 0.902 -0.057 -0.474
H 2.3899 -1.7558 -0.7319 0.353 0.366 0.006
H 5.1599 -3.3721 -3.6708 0.003 -0.086 -0.720
H 4.9714 -5.6267 -2.3901 0.162 0.743 -0.260
H 3.0434 -2.1424 -4.8740 0.086 -0.875 -0.019
H 3.1452 -0.2329 -6.3445 0.588 0.004 0.563
H 4.1266 2.2397 -3.1752 0.557 -0.316 -0.059
H 4.5392 0.2777 -1.6412 0.021 0.016 -0.422
H 3.5567 3.0795 -5.0699 -0.065 0.040 0.094
H 3.0761 2.1620 -6.4816 0.752 -0.128 0.276
H 4.8501 2.4045 -6.0348 0.057 -0.262 -0.329
Cl 0.9925 0.9130 -1.6906 0.403 -0.265 0.229
Cl 2.8199 -1.1590 3.4110 -0.353 0.065 -0.014
C 0.2049 -4.0687 3.4154 -0.039 -0.576 -0.619
C -0.7123 -2.9632 2.8730 0.523 0.582 0.572
O -0.4283 -1.7468 3.6404 0.555 -0.246 0.125
O 1.5140 -3.9004 2.9010 0.732 0.824 -0.125
H -0.1593 -5.1146 3.2103 0.380 1.032 -0.526
H 0.2379 -4.1031 4.5141 -0.233 0.561 -0.010
H -1.7417 -3.2099 3.0881 -0.410 0.062 -0.191
H -0.5712 -2.6307 1.8105 -0.138 -1.144 0.816
H 0.5446 -1.6241 3.5439 -0.400 0.412 0.092
H 1.8933 -2.9671 3.0816 -0.617 -1.665 -0.107
C -4.3474 -0.9633 -5.5403 1.025 0.956 -1.540
C -3.6570 -1.5242 -4.3134 -0.587 -0.877 -0.256
O -2.3166 -1.0785 -4.1342 -0.739 -0.894 -0.086
O -4.2948 0.5187 -5.5488 -0.098 -2.018 1.457
H -5.3540 -1.3442 -5.6585 -0.517 0.153 0.544
H -3.8670 -1.3107 -6.4936 0.127 0.223 0.901
H -3.6470 -2.6410 -4.4997 0.177 1.107 0.490
H -4.3179 -1.3370 -3.4307 0.653 -0.023 -0.325
H -2.3128 -0.1229 -4.1456 0.175 0.748 0.021
H -4.3513 0.7406 -6.4614 -0.084 0.638 -1.067
C 3.8381 1.3595 0.8632 -0.802 1.132 0.827
C 5.1700 0.7970 1.2347 0.235 -2.013 -0.095
O 5.7326 0.0553 0.1395 1.935 0.304 -0.524
O 3.9826 2.2932 -0.1833 0.554 0.425 -0.239
H 3.5377 1.8722 1.8173 -0.210 -0.246 -0.709
H 2.9952 0.7028 0.5540 0.916 -0.441 0.596
H 5.0215 0.0598 2.0456 -0.012 0.564 -0.023
H 5.9124 1.5270 1.5388 -0.394 0.531 0.174
H 6.7110 0.2732 0.0841 -1.922 -0.474 0.063
H 3.1740 2.2793 -0.6915 -0.492 0.082 -0.213
C 1.7861 4.6395 -2.5531 -0.825 0.150 -1.116
C 2.7410 5.8030 -2.7012 -0.456 -1.491 -0.885
O 2.0982 6.9339 -2.2029 0.053 0.159 0.472
O 2.2384 3.3849 -3.1633 -0.010 1.376 1.248
H 0.8253 4.8989 -3.0218 0.210 0.064 0.006
H 1.5923 4.5813 -1.5002 -0.058 -0.736 0.741
H 2.9451 5.9168 -3.7499 0.425 0.181 -0.740
H 3.6363 5.4913 -2.1946 0.751 0.357 0.474
H 2.7762 7.6034 -2.1137 -0.059 0.437 0.120
H 1.8577 2.7309 -2.5496 -0.057 -0.500 -0.375
C -6.3648 2.8491 -0.9086 0.408 0.008 -0.418
C -5.7294 2.4922 -2.2423 0.457 1.370 -0.619
O -5.6623 1.0835 -2.3727 -0.312 0.530 1.774
O -5.4630 3.2892 0.1063 1.260 -0.212 -0.480
H -6.8400 1.9460 -0.5877 -0.578 -0.533 0.421
H -7.1088 3.6152 -1.0676 -0.197 0.305 0.177
H -4.7238 3.0029 -2.2868 -0.485 -0.668 0.007
H -6.2893 2.9709 -3.0873 0.180 -0.621 0.603
H -5.3638 0.8820 -3.2296 0.634 -0.401 -1.923
H -4.5382 3.1411 -0.2091 -1.200 0.155 0.364
C -0.2239 2.1452 -5.3838 -0.586 -0.405 1.009
C 0.0985 1.1873 -6.4897 -0.546 -0.049 -1.327
O -1.0764 0.5327 -7.0258 1.332 0.663 0.170
O -0.6559 1.3242 -4.3189 -0.422 -0.734 1.626
H -1.0814 2.8046 -5.5680 0.117 -0.309 -0.622
H 0.5469 2.8210 -5.0369 0.797 -0.056 -0.254
H 0.8724 0.4596 -6.2073 -0.296 -0.111 0.484
H 0.5133 1.6834 -7.3327 0.367 0.718 -0.915
H -1.5652 0.2365 -6.2683 -0.546 -0.454 0.730
H 0.0319 1.0004 -3.6783 -0.480 0.747 -0.823
C -1.2674 -2.3298 7.2986 1.701 -2.016 0.737
C -1.8328 -1.0072 7.1160 -0.759 1.589 1.316
O -2.3676 -0.7990 5.8427 -1.292 0.320 0.508
O 0.0006 -2.3899 6.5874 0.082 -0.456 -1.151
H -1.9203 -3.1368 6.9500 0.023 0.121 0.076
H -0.9392 -2.5471 8.3576 -0.719 0.362 -1.008
H -1.0423 -0.2904 7.3795 -0.035 0.237 -0.280
H -2.6172 -0.8190 7.8868 0.186 -0.200 -0.785
H -1.7610 -0.9894 5.1458 1.107 -0.265 -0.753
H -0.0709 -2.3310 5.5936 -0.605 -0.073 1.129
C 1.6264 -5.5698 -6.0389 0.487 1.489 0.099
O 1.3160 -6.5504 -5.0717 -0.286 0.627 0.270
C 1.7305 -6.2031 -3.7695 0.607 0.423 -0.590
C 0.9765 -5.1265 -3.0091 0.270 0.258 -0.375
O 1.3471 -3.8534 -3.5091 -0.086 0.259 0.038
C 0.2641 -2.9248 -3.4795 1.194 1.326 0.558
H 2.5837 -5.0146 -5.6919 -1.429 -0.628 -0.783
H 0.7835 -4.8106 -6.2059 1.135 -0.946 0.391
H 1.8237 -6.0793 -6.9849 -0.050 0.072 0.135
H 2.8084 -5.9159 -3.8324 -0.469 -0.091 0.239
H 1.6414 -7.1061 -3.2278 0.032 -1.081 0.782
H 1.2205 -5.2058 -1.9250 -0.174 -0.009 -0.389
H -0.0966 -5.2337 -3.1380 -0.252 -0.357 0.100
H 0.6179 -1.9707 -3.9184 -0.252 -0.682 -0.457
H 0.0715 -2.5600 -2.4569 -0.476 -0.675 0.029
H -0.5996 -3.3275 -3.9880 -0.344 0.141 -0.046
C -2.3060 -3.4645 -0.1545 -0.155 0.091 -0.959
O -1.9216 -2.1303 0.1126 -0.479 0.700 -0.421
C -2.8017 -1.1382 -0.5164 -0.395 -0.600 1.145
C -3.7428 -0.5691 0.5715 1.501 0.659 -0.149
O -2.9596 0.1309 1.5773 0.150 -0.278 0.050
C -3.5887 0.2873 2.8617 1.433 0.087 0.400
H -1.5177 -4.1578 0.0609 1.004 -0.017 -0.012
H -2.5625 -3.5281 -1.2120 0.059 -0.340 -0.155
H -3.1236 -3.9052 0.3957 -0.810 0.609 0.565
H -3.4596 -1.6573 -1.2445 0.492 0.462 0.133
H -2.2045 -0.3472 -1.0172 -0.183 -0.596 0.321
H -4.1959 -1.3964 1.0911 -0.728 -0.297 -0.109
H -4.4196 0.1579 0.0986 -0.249 -0.448 0.258
H -3.3290 -0.4599 3.6703 -0.150 0.412 -1.305
H -4.6248 0.3493 2.7278 -1.715 -0.184 -0.101
H -3.2979 1.2698 3.2349 0.137 -0.128 -0.056
C -4.4496 2.7422 7.9615 0.001 -0.886 -0.931
O -3.6770 3.2473 6.8865 -0.151 -0.264 -0.182
C -3.3770 2.3634 5.8242 0.707 -1.298 0.821
C -2.1708 2.9077 5.1331 1.032 0.716 -0.250
O -0.9945 2.8777 5.9934 -1.176 -1.634 -0.936
C -0.8339 3.9683 6.8475 1.152 0.735 0.071
H -4.3980 3.4658 8.7342 -0.252 0.818 0.626
H -4.0284 1.8243 8.3769 0.152 -0.215 -0.156
H -5.4836 2.5312 7.6564 0.111 0.182 0.114
H -4.2016 2.1751 5.1401 -0.403 0.397 -0.171
H -3.0462 1.3445 6.1447 -0.514 0.641 0.388
H -2.3684 3.9583 4.8848 0.084 0.010 -0.257
H -1.9257 2.3408 4.1923 -0.103 0.536 1.090
H -0.4488 4.7889 6.1846 -0.130 -0.077 1.120
H -0.1140 3.6640 7.6485 -0.180 0.397 -0.903
H -1.7219 4.2647 7.3853 -0.402 0.149 -0.224
C -1.1533 3.7023 -0.7779 -0.156 -0.230 -0.464
O -0.4670 3.5868 0.4262 0.901 -0.204 1.378
C -0.8701 4.3677 1.5501 1.680 0.211 -0.605
C 0.1448 4.1269 2.6743 0.234 0.608 0.514
O 0.2598 2.7508 3.0679 -1.429 0.748 -1.724
C 1.2536 2.5225 4.0054 0.867 0.150 0.730
H -2.2309 3.8486 -0.6208 0.126 -0.110 -0.208
H -0.8994 2.7828 -1.3040 -0.587 -0.166 -0.141
H -0.7411 4.4757 -1.4202 -0.196 0.615 0.155
H -1.7991 3.9956 1.9110 -1.324 0.134 0.105
H -0.8551 5.4615 1.2643 -0.339 -1.014 0.608
H -0.1898 4.6584 3.5921 0.125 0.078 -0.579
H 1.1348 4.5228 2.3874 -0.230 -0.218 0.023
H 1.2659 3.3977 4.7340 0.306 -1.345 -0.626
H 2.2237 2.3742 3.4651 -0.447 0.307 0.742
H 0.9603 1.5703 4.4862 0.409 0.592 0.154
```
Forces are in eV/Å.